No. 1
{
  "formula": "C24H61F6KN3O28S7V",
  "method": "the ωB97M-V functional and the def2-TZVPD basis",
  "mol_weight_da": 1268.24,
  "energy_ha": -8152.210366,
  "lumo_energy_ev": -1.040,
  "homo_lumo_gap_ha": 0.3226,
  "species": ["K", "O", "V", "O", "C", "C", "C", "O", "H", "H", "H", "H", "H", "H", "H", "C", "F", "F", "F", "S", "O", "O", "N", "S", "O", "O", "C", "F", "F", "F", "C", "O", "H", "H", "H", "H", "C", "O", "H", "H", "H", "H", "O", "S", "O", "O", "C", "C", "C", "H", "H", "H", "H", "H", "H", "H", "H", "O", "S", "O", "O", "C", "C", "C", "H", "H", "H", "H", "H", "H", "H", "H", "O", "S", "O", "O", "C", "C", "C", "H", "H", "H", "H", "H", "H", "H", "H", "O", "S", "O", "O", "C", "C", "C", "H", "H", "H", "H", "H", "H", "H", "H", "O", "S", "O", "O", "C", "C", "C", "H", "H", "H", "H", "H", "H", "H", "H", "C", "N", "O", "O", "H", "H", "H", "C", "N", "O", "O", "H", "H", "H"],
  "positions_angstrom": [[-3.84542, -0.33419, 2.91882], [0.04722, -3.72485, 0.42913], [0.81559, -2.72459, 1.42007], [0.62632, -3.21610, 2.90980], [-1.94186, 0.12819, 0.09894], [-0.51491, -0.26510, 0.34736], [0.53569, 0.81399, 0.03065], [-0.28163, -0.84496, 1.60576], [-2.64925, -0.70187, 0.23312], [-2.11598, 0.30434, -0.96458], [-2.37003, 0.98270, 0.63075], [-0.18964, -1.02743, -0.38405], [0.58755, 0.98624, -1.04829], [1.54005, 0.46523, 0.26986], [0.28728, 1.76458, 0.50443], [3.56427, -1.16894, 3.32021], [3.16447, -0.15890, 2.56551], [4.56965, -0.83855, 4.10722], [2.59309, -1.62800, 4.10543], [4.09192, -2.67414, 2.26888], [5.46407, -2.42230, 1.91032], [3.92551, -3.86462, 3.06247], [2.87431, -2.66112, 0.97276], [3.85371, -2.38126, -0.26519], [4.50908, -1.09784, -0.20813], [4.64727, -3.52536, -0.59843], [2.65542, -2.20710, -1.71605], [1.95716, -1.06266, -1.70903], [3.36887, -2.24083, -2.83226], [1.78561, -3.20470, -1.62127], [-0.19079, -0.86422, 4.97350], [-1.18228, -0.46995, 4.04285], [0.17697, -1.88769, 4.88521], [0.66339, -0.18635, 4.87048], [-0.58929, -0.70261, 5.97480], [-0.84784, -0.61178, 3.12412], [-5.20840, 1.15170, -0.12387], [-5.52384, -0.01017, 0.62746], [-4.33303, 0.94645, -0.73744], [-6.01395, 1.44551, -0.79842], [-4.97568, 2.00264, 0.52600], [-6.47445, -0.11834, 0.70603], [2.82535, 3.18593, 0.48901], [4.08009, 3.79622, 0.16214], [4.26070, 5.16452, -0.25030], [5.14401, 3.49538, 1.34396], [4.86960, 2.45517, 2.30647], [6.24679, 1.98047, 2.77863], [4.86922, 2.65498, -1.08030], [4.32567, 1.64121, 1.83517], [4.30215, 2.85328, 3.14999], [6.93438, 1.89019, 1.93775], [6.09787, 0.95497, 3.12203], [6.70607, 2.62463, 3.52313], [4.43681, 2.68836, -2.07964], [4.79354, 1.62458, -0.73044], [5.91927, 2.90799, -1.21549], [1.01197, 2.58143, 5.99367], [0.87138, 3.31752, 4.76643], [-0.28233, 4.17199, 4.60237], [2.27737, 4.08722, 4.62130], [2.36271, 5.13368, 3.63746], [3.72219, 5.77449, 3.76157], [0.92665, 2.24219, 3.30244], [1.58086, 5.87076, 3.82230], [2.33986, 4.75488, 2.61542], [4.40269, 5.01002, 3.39150], [3.95676, 6.24014, 4.71694], [3.74031, 6.63768, 3.09029], [1.06400, 2.83963, 2.40532], [-0.08841, 1.84487, 3.28459], [1.59009, 1.38828, 3.38957], [-4.58232, -4.73842, 0.87075], [-3.68039, -4.27771, 1.88819], [-3.25636, -2.90565, 2.03026], [-4.32686, -4.65532, 3.32141], [-5.13385, -5.80642, 3.49932], [-4.66714, -6.59987, 4.70032], [-2.18274, -5.30038, 1.98372], [-5.16302, -6.47620, 2.63319], [-6.18266, -5.50932, 3.58254], [-5.12653, -7.57768, 4.79744], [-4.69282, -5.95486, 5.58014], [-3.59063, -6.76158, 4.57464], [-2.40481, -6.34654, 2.17615], [-1.56074, -4.88636, 2.77618], [-1.61411, -5.18953, 1.05965], [-5.63187, -5.31773, -4.93509], [-5.63624, -3.91361, -5.26302], [-6.72059, -3.32736, -6.01740], [-5.47691, -3.02272, -3.91412], [-4.53201, -3.45346, -2.93891], [-4.51020, -2.48329, -1.77725], [-4.10421, -3.48166, -6.12259], [-3.53068, -3.37243, -3.37749], [-4.62255, -4.47930, -2.58342], [-4.42000, -1.44042, -2.08106], [-3.64409, -2.72217, -1.14857], [-5.27191, -2.59056, -1.00133], [-4.20090, -2.50554, -6.58474], [-3.96541, -4.20272, -6.93449], [-3.18231, -3.67197, -5.57657], [4.96207, 3.67095, -4.46279], [3.56923, 3.72832, -4.80973], [3.08195, 3.13611, -6.02949], [2.79793, 3.13807, -3.48830], [1.79983, 2.12403, -3.61956], [2.38275, 0.78123, -4.02801], [3.04480, 5.43693, -4.72033], [1.00811, 2.36819, -4.33595], [1.30023, 2.05013, -2.65489], [3.22260, 0.53518, -3.37493], [2.82983, 0.77253, -5.02210], [1.64241, -0.01536, -3.97413], [3.41863, 5.84648, -5.65914], [3.47496, 5.93554, -3.85961], [1.95938, 5.41586, -4.78208], [-1.44093, 0.01629, -3.53911], [-1.25125, -1.39586, -3.92727], [-1.72381, -1.73886, -4.99674], [-0.74372, -2.18589, -3.15903], [-0.61223, 0.27674, -2.88791], [-2.43538, 0.05631, -3.10180], [-1.45868, 0.58401, -4.46463], [-2.52298, 4.65679, -2.65927], [-2.55250, 3.27296, -2.18728], [-3.37672, 2.54202, -2.71570], [-1.67630, 2.89783, -1.44532], [-3.48210, 5.09507, -2.91727], [-1.93555, 4.69321, -3.57771], [-2.01152, 5.29830, -1.94594]]
}

No. 2
{
  "formula": "C24H62AgF2N7O14S2",
  "method": "the ωB97M-V functional and the def2-TZVPD basis",
  "mol_weight_da": 882.79,
  "spin_multiplicity": 2,
  "energy_ha": -3530.924486,
  "charge": 1,
  "lumo_energy_ev": [-4.977, -8.708],
  "homo_lumo_gap_ha": [0.2195, 0.0824],
  "species": ["Ag", "N", "S", "O", "O", "F", "S", "O", "O", "F", "C", "C", "C", "O", "H", "H", "H", "H", "H", "H", "H", "H", "C", "C", "C", "O", "H", "H", "H", "H", "H", "H", "H", "H", "C", "C", "C", "O", "H", "H", "H", "H", "H", "H", "H", "H", "C", "C", "C", "O", "H", "H", "H", "H", "H", "H", "H", "H", "O", "C", "N", "C", "H", "H", "H", "H", "H", "O", "C", "N", "C", "H", "H", "H", "H", "H", "O", "C", "N", "C", "H", "H", "H", "H", "H", "O", "C", "N", "C", "H", "H", "H", "H", "H", "O", "C", "N", "C", "H", "H", "H", "H", "H", "O", "C", "N", "C", "H", "H", "H", "H", "H"],
  "positions_angstrom": [[0.61698, 2.43273, 1.83546], [-0.26680, 0.45121, -0.58870], [-1.54705, 0.07735, -1.26304], [-2.21506, -1.17003, -1.02328], [-1.97399, 0.82097, -2.49131], [-2.38666, 1.02992, -0.24313], [0.60915, -0.48991, -1.66404], [0.75942, -0.03327, -3.04452], [0.51254, -1.92856, -1.47393], [2.03669, -0.09275, -1.03165], [2.93912, -2.33646, -8.42605], [2.85536, -1.47570, -7.19987], [4.10300, -0.58152, -7.14760], [1.69950, -0.66319, -7.26780], [3.91561, -2.80922, -8.53125], [2.77996, -1.63224, -9.24265], [2.17010, -3.09820, -8.55433], [2.84662, -2.07246, -6.28778], [5.00058, -1.18010, -6.99216], [4.06366, 0.06755, -6.27281], [4.24582, 0.03863, -8.03253], [1.39129, -0.43439, -6.38788], [2.35869, -7.65085, 0.12771], [0.90768, -7.28700, 0.07257], [-0.10506, -8.29672, -0.41737], [0.51325, -6.91986, 1.38128], [2.71619, -7.53176, -0.89509], [2.47680, -8.67136, 0.49200], [3.00645, -6.92056, 0.61267], [0.78627, -6.36008, -0.48796], [0.03051, -9.27525, 0.04329], [-0.12055, -8.28497, -1.50720], [-1.13115, -8.12406, -0.09269], [0.25329, -7.71742, 1.84809], [7.43132, 0.84238, -2.28938], [8.96353, 1.26142, -2.19083], [9.19077, 2.47446, -3.07354], [9.12541, 1.73034, -0.83029], [6.76016, 1.66711, -2.04966], [7.19785, 0.08514, -1.54093], [7.20052, 0.51329, -3.30256], [9.68642, 0.48050, -2.42683], [8.76337, 3.39875, -2.68480], [8.83013, 2.22255, -4.07082], [10.22564, 2.79379, -3.19669], [10.04027, 2.01627, -0.77666], [-5.37703, -3.59830, 2.63959], [-6.73158, -3.40577, 3.26920], [-7.15358, -4.62529, 4.03908], [-6.92903, -2.25214, 3.94591], [-4.70189, -4.05086, 3.36586], [-4.99243, -2.60183, 2.42229], [-5.41198, -4.21844, 1.74387], [-7.44714, -3.29716, 2.45416], [-6.86592, -5.53230, 3.50740], [-8.24345, -4.61737, 4.02423], [-6.81663, -4.59463, 5.07524], [-6.56727, -2.33737, 4.83104], [-2.44369, 1.07981, 4.22154], [-3.17751, 0.66943, 5.03648], [-3.12260, -0.61368, 5.43465], [-4.39120, 1.45302, 5.44695], [-3.89084, -0.99316, 5.96934], [-2.25276, -1.06724, 5.19429], [-5.33370, 0.90668, 5.48314], [-4.72760, 2.10421, 4.64017], [-4.20433, 2.05303, 6.33755], [-9.95830, 1.26375, -0.45273], [-8.89086, 0.90237, 0.08656], [-8.94043, 0.56456, 1.38025], [-7.60620, 0.65076, -0.67526], [-9.84433, 0.65493, 1.82173], [-8.29722, -0.05680, 1.84961], [-7.08663, 1.59733, -0.82406], [-7.80827, 0.27658, -1.67888], [-6.90785, -0.02513, -0.18172], [-2.22847, 4.91694, 2.01190], [-2.93481, 5.89955, 1.91008], [-2.52597, 7.09025, 2.23159], [-4.32152, 5.76680, 1.33541], [-1.59607, 7.24117, 2.59574], [-3.03144, 7.88550, 1.86804], [-4.47865, 5.08730, 0.49774], [-4.60066, 6.75789, 0.97774], [-5.02771, 5.38076, 2.07051], [1.69999, -1.06188, 3.04933], [1.66459, -2.24610, 3.05629], [0.55056, -2.84390, 2.71467], [2.91788, -3.12239, 3.27251], [0.56602, -3.84895, 2.61598], [-0.22265, -2.24767, 2.45629], [3.56129, -3.01552, 2.39919], [2.49922, -4.12820, 3.30661], [3.50690, -3.06133, 4.18764], [0.81949, 5.01478, -0.77840], [0.20616, 5.68476, -1.62412], [-0.69333, 5.22808, -2.51710], [0.38881, 7.16680, -1.62371], [-0.88370, 4.24192, -2.62363], [-1.27200, 5.91498, -2.97905], [-0.37403, 7.58891, -2.27794], [1.34791, 7.43564, -2.06638], [0.37922, 7.60603, -0.62619], [4.12692, 3.12091, 1.49360], [5.24710, 3.60351, 1.50270], [6.27976, 2.89379, 1.86194], [5.52924, 5.05457, 1.19504], [6.07090, 1.93366, 2.09564], [7.11828, 3.04367, 1.31924], [4.90805, 5.34242, 0.34688], [6.55884, 5.32249, 0.95789], [5.10267, 5.69721, 1.96520]]
}

No. 3
{
  "formula": "C24H62BInO16P",
  "method": "the ωB97M-V functional and the def2-TZVPD basis",
  "mol_weight_da": 763.35,
  "energy_ha": -2711.795071,
  "charge": -1,
  "lumo_energy_ev": 2.319,
  "homo_lumo_gap_ha": 0.2645,
  "species": ["C", "C", "C", "O", "C", "In", "O", "C", "C", "O", "C", "C", "B", "O", "O", "P", "O", "O", "O", "H", "H", "H", "H", "H", "H", "H", "H", "H", "H", "H", "H", "H", "H", "H", "H", "H", "H", "H", "H", "H", "H", "C", "O", "C", "C", "O", "C", "H", "H", "H", "H", "H", "H", "H", "H", "H", "H", "C", "O", "C", "C", "O", "C", "H", "H", "H", "H", "H", "H", "H", "H", "H", "H", "C", "O", "C", "C", "O", "C", "H", "H", "H", "H", "H", "H", "H", "H", "H", "H", "C", "O", "C", "C", "O", "C", "H", "H", "H", "H", "H", "H", "H", "H", "H", "H"],
  "positions_angstrom": [[-6.47907, -2.01494, 3.90301], [-6.33324, -0.57650, 3.41408], [-6.60405, -0.45290, 1.91798], [-5.50084, -0.93048, 1.19140], [-5.06347, -0.09870, 0.11828], [-3.17276, -0.74743, -0.84066], [-1.66297, -0.60264, 0.59324], [-0.45536, -1.20993, 0.24586], [0.15296, -1.94190, 1.45032], [0.55839, -3.27248, 1.09542], [-0.07660, -4.24482, 1.89520], [0.40759, -5.64274, 1.50910], [-2.71153, 0.70487, -2.58378], [-3.41113, 1.89853, -2.67818], [-1.79433, 0.42564, -3.57898], [-3.18404, -3.20133, -1.56763], [-2.52933, -3.41953, -2.88027], [-2.46334, -4.17163, -0.46151], [-4.69278, -3.84505, -1.58697], [-6.03316, -2.14727, 4.88786], [-7.53670, -2.27883, 3.95633], [-6.00574, -2.69635, 3.19728], [-5.31567, -0.21807, 3.57579], [-7.01813, 0.07742, 3.95867], [-7.49627, -1.04580, 1.67045], [-6.81652, 0.58970, 1.66217], [-4.90177, 0.92405, 0.49447], [-5.84301, -0.01640, -0.65152], [-0.54258, -1.95213, -0.55976], [0.26805, -0.45248, -0.10575], [1.01653, -1.41138, 1.85566], [-0.63486, -1.99326, 2.20132], [-1.16257, -4.17924, 1.79139], [0.16934, -4.05865, 2.94890], [-0.39587, -6.22203, 1.05502], [0.76941, -6.18258, 2.38259], [1.21361, -5.56497, 0.78202], [-3.58558, 2.14128, -1.76790], [-0.94329, 0.26834, -3.17048], [-1.88091, -4.74074, -0.98071], [-4.75108, -4.49165, -0.87898], [-1.31451, 3.63627, -4.29927], [-0.71808, 4.93194, -4.18556], [0.05735, 5.30144, -5.30617], [-0.70155, 6.17120, -6.28813], [-1.81121, 5.51690, -6.87086], [-3.03759, 5.76381, -6.20671], [-2.14376, 3.56493, -3.60348], [-1.68860, 3.45144, -5.30699], [-0.58120, 2.86657, -4.04815], [0.45088, 4.41247, -5.81052], [0.91130, 5.88096, -4.93629], [-0.02462, 6.44196, -7.10490], [-1.01902, 7.09880, -5.79667], [-3.45185, 6.73232, -6.51122], [-2.92093, 5.74932, -5.12189], [-3.73106, 4.97552, -6.49383], [1.74893, 9.19981, -1.47945], [0.52356, 8.49871, -1.53694], [0.56892, 7.33260, -2.35097], [0.82315, 6.07470, -1.54628], [2.08740, 6.09738, -0.89495], [2.02841, 6.51841, 0.45349], [1.71847, 9.84701, -0.60331], [2.60111, 8.52312, -1.38976], [1.88140, 9.82272, -2.37242], [1.32925, 7.44598, -3.13166], [-0.40391, 7.23708, -2.83779], [0.81929, 5.22326, -2.22739], [0.02048, 5.91906, -0.81849], [1.71381, 5.69351, 1.10235], [1.34150, 7.35648, 0.58915], [3.03040, 6.83182, 0.74634], [3.18364, -4.03692, -0.80371], [4.50600, -3.58335, -1.08573], [5.48492, -4.11329, -0.22029], [6.20211, -5.31555, -0.80065], [5.34755, -6.42089, -1.02630], [4.84631, -6.49533, -2.34862], [2.58035, -3.86226, -1.69275], [3.16844, -5.10383, -0.56969], [2.74668, -3.48134, 0.02781], [5.04282, -4.37049, 0.74923], [6.22872, -3.32648, -0.05216], [6.96416, -5.64211, -0.08556], [6.71355, -5.03306, -1.72805], [5.59260, -6.93751, -3.01918], [4.56071, -5.51347, -2.72935], [3.96523, -7.13466, -2.33073], [3.13437, -1.05164, 7.08728], [3.18102, -2.44326, 7.34665], [2.01372, -3.13555, 6.93687], [2.14637, -3.76315, 5.56564], [2.33787, -2.80908, 4.54103], [3.69118, -2.62178, 4.17264], [4.15722, -0.67840, 7.11344], [2.70327, -0.83556, 6.10819], [2.54964, -0.53523, 7.85683], [1.14777, -2.46559, 6.95812], [1.84026, -3.93329, 7.66562], [1.21368, -4.29123, 5.34280], [2.95587, -4.50184, 5.55989], [4.01249, -3.40761, 3.47972], [4.35296, -2.61881, 5.04180], [3.76351, -1.65990, 3.66720]]
}